ORCA calculation (the ωB97M-V functional and the def2-TZVPD basis) on C26H33N8O2OsS as an isolated structure.

Summary:
relative energy (zero: lowest compared OMol25 entry of this formula, charge and spin) = 0.0 kcal per mole
charge = +1
frontier orbital gap (spin up / spin down) = 0.2156 / 0.2188 Ha
LUMO level (spin up / spin down) = -3.6 / -3.5 eV
spin multiplicity = 1

```
71
C26H33N8O2OsS, DFT the ωB97M-V functional and the def2-TZVPD basis
Os -0.55 0.32 -0.58
C 0.27 2.69 2.84
C -0.16 3.77 1.86
C -0.55 3.27 0.46
N 0.27 2.18 -0.08
C 1.52 2.44 -0.45
C 2.10 3.72 -0.34
C 3.42 4.12 -0.47
C 4.56 3.39 -0.79
C 4.58 2.07 -1.18
C 3.53 1.18 -1.38
C 2.16 1.34 -1.15
N 1.26 0.46 -1.59
C 1.60 -0.50 -2.60
C 1.94 -1.87 -2.02
C 0.73 -2.37 -1.25
N 0.37 -1.50 -0.14
C 0.67 -1.82 1.11
C 1.60 -2.84 1.42
C 1.86 -3.45 2.63
C 1.27 -3.28 3.87
C 0.27 -2.36 4.16
C -0.29 -1.36 3.38
C -0.05 -1.00 2.05
N -0.59 0.08 1.47
C -1.51 0.91 2.25
C -0.86 1.79 3.31
H 0.71 3.18 3.71
H 1.07 2.08 2.40
H 0.64 4.51 1.78
H -1.02 4.31 2.25
H -0.53 4.10 -0.25
H -1.58 2.93 0.46
H 1.42 4.51 -0.09
H 3.58 5.18 -0.28
H 5.50 3.92 -0.75
H 5.56 1.66 -1.41
H 3.83 0.22 -1.76
H 2.41 -0.11 -3.21
H 0.73 -0.61 -3.27
H 2.81 -1.79 -1.36
H 2.18 -2.57 -2.82
H 0.87 -3.39 -0.88
H -0.11 -2.41 -1.94
H 2.20 -3.19 0.60
H 2.65 -4.21 2.59
H 1.60 -3.92 4.67
H -0.12 -2.41 5.17
H -1.04 -0.79 3.90
H -2.25 0.25 2.70
H -2.09 1.51 1.55
H -0.47 1.16 4.12
H -1.66 2.39 3.76
O -3.08 2.19 -1.02
S -2.41 2.05 -2.32
N -1.17 1.21 -2.35
C -4.21 -3.14 -3.36
N -3.54 -2.46 -2.27
C -3.97 -2.55 -0.89
C -2.94 -1.69 -0.18
O -2.88 -1.50 1.00
N -2.09 -1.14 -1.15
C -2.50 -1.63 -2.35
N -1.87 -1.36 -3.49
H -4.54 -4.11 -3.01
H -3.52 -3.31 -4.19
H -5.07 -2.57 -3.72
H -3.93 -3.58 -0.52
H -4.97 -2.15 -0.74
H -1.30 -0.52 -3.51
H -2.29 -1.65 -4.36
```

Atomic partial charges in e from the Mulliken method, atoms 1 to 4: 1.88, -0.62, -0.80, -1.30